C40H50As2BrN2O2S2Ti | the ωB97M-V functional and the def2-TZVPD basis

Computed properties:
net charge: -1
frontier orbital gap (spin up / spin down): 4.5 / 7.2 eV
multiplicity: 3
expectation value of S²: 2.034
energy above the lowest of the compared OMol25 structures with the same formula, charge and spin: 10.1 kJ/mol
lowest unoccupied orbital energy (spin up / spin down): 2.459 / 2.454 eV

The geometry in XYZ format:
```
100
C40H50As2BrN2O2S2Ti the ωB97M-V functional and the def2-TZVPD basis
Ti -0.217 0.201 0.006
C -2.318 -1.364 -3.466
C -1.936 -1.108 -2.044
N -1.069 -0.104 -1.729
N -0.819 0.811 -2.781
C -0.916 2.019 -2.357
S -1.208 2.504 -0.698
S -0.696 3.369 -3.482
C -0.534 2.561 -5.081
C -1.727 1.818 -5.630
C -1.510 0.774 -6.522
C -2.573 0.091 -7.094
C -3.875 0.441 -6.769
C -4.099 1.475 -5.870
C -3.033 2.160 -5.306
C -2.510 -1.917 -1.006
C -3.328 -3.020 -1.355
C -3.973 -3.806 -0.420
C -3.841 -3.519 0.935
C -3.052 -2.446 1.319
C -2.381 -1.656 0.392
O -1.645 -0.645 0.866
H -1.818 -0.668 -4.130
H -2.044 -2.380 -3.768
H -3.398 -1.270 -3.620
H -0.303 3.397 -5.750
H 0.331 1.897 -5.072
H -0.493 0.481 -6.755
H -2.381 -0.727 -7.776
H -4.709 -0.099 -7.197
H -5.111 1.742 -5.593
H -3.211 2.947 -4.583
H -3.455 -3.257 -2.401
H -4.581 -4.640 -0.749
H -4.343 -4.122 1.682
H -2.921 -2.190 2.365
C 3.600 0.259 -1.100
As 2.120 1.418 -0.599
C 2.481 2.896 -1.809
C 2.894 2.230 1.038
C 4.226 2.646 1.010
C 4.829 3.221 2.117
C 4.092 3.401 3.280
C 2.765 3.008 3.317
C 2.155 2.419 2.209
As 0.261 1.886 2.329
C 0.050 1.689 4.264
C -0.451 3.711 2.254
H 4.546 0.797 -1.103
H 3.393 -0.123 -2.101
H 3.644 -0.584 -0.411
H 3.513 3.225 -1.687
H 1.793 3.715 -1.603
H 2.315 2.560 -2.833
H 4.816 2.520 0.109
H 5.868 3.524 2.071
H 4.547 3.847 4.156
H 2.200 3.155 4.229
H 0.078 2.664 4.749
H 0.816 1.042 4.676
H -0.922 1.226 4.437
H 0.043 4.309 3.021
H -1.525 3.685 2.437
H -0.274 4.134 1.267
C 4.393 -6.473 0.120
C 3.161 -6.366 1.027
C 3.558 -6.836 2.426
C 2.066 -7.299 0.495
C 2.645 -4.929 1.031
C 2.275 -4.325 -0.161
C 1.793 -3.032 -0.175
Br 1.214 -2.354 -1.831
C 1.646 -2.228 0.975
O 1.226 -0.976 0.906
C 1.989 -2.872 2.201
C 2.478 -4.176 2.183
C 1.781 -2.186 3.548
C 2.151 -3.097 4.720
C 0.292 -1.842 3.707
C 2.678 -0.950 3.638
H 4.772 -7.498 0.112
H 5.188 -5.814 0.470
H 4.159 -6.195 -0.907
H 3.927 -7.863 2.375
H 2.710 -6.822 3.112
H 4.347 -6.214 2.849
H 2.409 -8.336 0.496
H 1.785 -7.037 -0.525
H 1.169 -7.230 1.111
H 2.337 -4.857 -1.101
H 2.733 -4.627 3.128
H 1.545 -4.004 4.742
H 1.973 -2.558 5.653
H 3.204 -3.387 4.702
H -0.308 -2.750 3.613
H -0.057 -1.148 2.945
H 0.106 -1.419 4.695
H 3.729 -1.241 3.553
H 2.554 -0.448 4.600
H 2.464 -0.249 2.840
```

Löwdin population analysis, charges in e, atoms 1 to 5:
1. Ti 0.4598
2. C -0.0521
3. C -0.3038
4. N -0.2277
5. N -0.0462

C40H50ClN8OPSi | the ωB97M-V functional and the def2-TZVPD basis

Computed properties:
net charge: 0
frontier orbital gap: 9.0 eV
lowest unoccupied orbital energy: 0.508 eV
structure (SMILES): CCCN[Si@@H](CC)P(O)Cl.c1ccncc1.c1ccncc1.c1ccncc1.c1ccncc1.c1ccncc1.c1ccncc1.c1ccncc1

The geometry in XYZ format:
```
102
C40H50ClN8OPSi the ωB97M-V functional and the def2-TZVPD basis
C 6.327 -1.981 0.063
C 5.369 -2.445 -1.025
C 4.177 -1.508 -1.248
N 3.498 -1.048 -0.019
Si 1.910 -1.628 0.335
C 1.757 -3.355 1.043
C 1.309 -4.389 0.003
P 1.288 -0.092 1.919
O 1.752 1.270 1.137
Cl -0.766 -0.182 1.494
H 5.829 -1.850 1.022
H 6.777 -1.019 -0.196
H 7.136 -2.690 0.237
H 5.898 -2.508 -1.978
H 5.021 -3.457 -0.796
H 3.452 -2.008 -1.895
H 4.524 -0.627 -1.799
H 4.125 -1.146 0.772
H 1.127 -1.482 -0.911
H 2.746 -3.615 1.435
H 1.082 -3.369 1.904
H 0.290 -4.194 -0.333
H 1.934 -4.358 -0.890
H 1.338 -5.403 0.404
H 2.170 1.114 0.271
N 5.684 -0.047 2.910
C 6.785 0.667 2.692
C 6.807 2.054 2.687
C 5.622 2.736 2.915
C 4.469 2.004 3.144
C 4.554 0.619 3.135
H 7.694 0.103 2.509
H 7.734 2.582 2.505
H 5.598 3.818 2.916
H 3.518 2.486 3.323
H 3.668 0.020 3.320
N 1.230 -3.053 -3.409
C 2.199 -3.111 -4.321
C 1.965 -3.243 -5.681
C 0.652 -3.316 -6.121
C -0.365 -3.255 -5.183
C -0.024 -3.126 -3.845
H 3.216 -3.050 -3.948
H 2.794 -3.284 -6.374
H 0.427 -3.414 -7.175
H -1.406 -3.292 -5.472
H -0.800 -3.064 -3.090
N -2.786 -0.616 -4.243
C -2.910 -0.212 -2.981
C -2.523 1.044 -2.536
C -1.969 1.926 -3.450
C -1.823 1.517 -4.766
C -2.249 0.242 -5.107
H -3.346 -0.925 -2.289
H -2.659 1.315 -1.498
H -1.656 2.915 -3.143
H -1.389 2.162 -5.519
H -2.152 -0.107 -6.130
N 0.583 1.150 7.105
C 0.348 0.812 5.840
C -0.264 1.652 4.920
C -0.645 2.917 5.337
C -0.403 3.284 6.651
C 0.210 2.366 7.492
H 0.668 -0.180 5.539
H -0.441 1.311 3.910
H -1.123 3.604 4.649
H -0.687 4.259 7.024
H 0.409 2.621 8.527
N -4.803 1.249 7.831
C -3.725 1.323 7.057
C -3.762 1.175 5.677
C -4.984 0.935 5.072
C -6.115 0.848 5.865
C -5.971 1.015 7.235
H -2.781 1.507 7.560
H -2.854 1.252 5.098
H -5.050 0.806 3.999
H -7.086 0.643 5.436
H -6.835 0.954 7.887
N -6.513 -2.024 3.452
C -5.417 -1.948 2.703
C -5.420 -2.092 1.323
C -6.627 -2.330 0.685
C -7.776 -2.414 1.455
C -7.666 -2.254 2.830
H -4.488 -1.760 3.232
H -4.494 -2.019 0.768
H -6.671 -2.448 -0.390
H -8.742 -2.599 1.005
H -8.547 -2.314 3.460
N -0.293 3.356 -7.415
C 0.965 3.535 -7.807
C 1.354 4.519 -8.703
C 0.384 5.362 -9.221
C -0.931 5.185 -8.821
C -1.216 4.171 -7.918
H 1.699 2.858 -7.384
H 2.393 4.618 -8.985
H 0.647 6.143 -9.923
H -1.724 5.817 -9.197
H -2.235 4.006 -7.584
```

Löwdin population analysis, charges in e, atoms 1 to 5:
1. C -0.1167
2. C -0.2465
3. C -0.2771
4. N -0.1643
5. Si 0.3999

C40H52BF2MnN4OS | the ωB97M-V functional and the def2-TZVPD basis

Computed properties:
net charge: +1
frontier orbital gap (spin up / spin down): 5.6 / 5.5 eV
multiplicity: 2
expectation value of S²: 1.077
energy above the lowest of the compared OMol25 structures with the same formula, charge and spin: 66.0 kJ/mol
lowest unoccupied orbital energy (spin up / spin down): -3.889 / -3.902 eV

The geometry in XYZ format:
```
102
C40H52BF2MnN4OS the ωB97M-V functional and the def2-TZVPD basis
Mn -0.224 0.021 -0.004
C 3.596 -4.241 -2.776
C 4.053 -3.291 -1.665
C 2.888 -2.838 -0.852
C 2.458 -3.335 0.363
C 3.054 -4.450 1.151
C 2.168 -5.697 1.063
C 1.302 -2.605 0.751
N 0.931 -1.743 -0.310
C 1.997 -1.803 -1.237
C 2.124 -0.948 -2.306
C 1.327 0.158 -2.588
C 1.443 0.903 -3.817
C 2.361 0.565 -4.940
C 1.829 -0.607 -5.771
C 0.513 1.902 -3.757
C -0.152 1.763 -2.486
C -1.177 2.588 -2.058
C -1.865 2.455 -0.864
N -1.611 1.494 0.075
C -2.482 1.732 1.100
C -2.534 1.004 2.277
C -1.772 -0.115 2.567
N -0.860 -0.690 1.725
C -0.335 -1.754 2.408
C 0.667 -2.618 1.971
C -0.921 -1.846 3.727
C -1.825 -0.827 3.823
C -2.700 -0.458 4.972
C -4.143 -0.930 4.768
C -0.555 -2.863 4.754
C -1.160 -4.237 4.449
C -3.324 2.870 0.796
C -2.940 3.318 -0.436
C -3.501 4.450 -1.225
C -4.492 3.964 -2.285
C -4.395 3.404 1.680
C -5.649 2.525 1.655
N 0.357 0.700 -1.784
C 0.188 2.923 -4.791
C -0.974 2.475 -5.682
H 4.447 -4.554 -3.373
H 2.874 -3.753 -3.426
H 3.134 -5.126 -2.347
H 4.558 -2.428 -2.105
H 4.770 -3.805 -1.025
H 3.161 -4.148 2.195
H 4.046 -4.686 0.764
H 1.164 -5.471 1.411
H 2.580 -6.497 1.671
H 2.105 -6.043 0.035
H 2.933 -1.150 -2.990
H 3.353 0.318 -4.554
H 2.465 1.437 -5.586
H 1.693 -1.492 -5.154
H 2.529 -0.840 -6.569
H 0.870 -0.355 -6.215
H -1.474 3.390 -2.716
H -3.228 1.336 3.034
H 1.027 -3.338 2.689
H -2.684 0.627 5.106
H -2.305 -0.908 5.883
H -4.574 -0.487 3.874
H -4.747 -0.646 5.626
H -4.178 -2.012 4.664
H -0.908 -2.533 5.732
H 0.533 -2.946 4.813
H -2.247 -4.191 4.471
H -0.833 -4.959 5.196
H -0.854 -4.587 3.465
H -2.690 5.000 -1.706
H -4.010 5.136 -0.550
H -4.023 3.255 -2.962
H -4.856 4.807 -2.865
H -5.341 3.478 -1.812
H -4.660 4.407 1.346
H -4.023 3.481 2.704
H -6.079 2.509 0.656
H -6.392 2.916 2.345
H -5.411 1.503 1.942
H 1.068 3.089 -5.413
H -0.062 3.870 -4.310
H -0.713 1.567 -6.217
H -1.197 3.249 -6.409
H -1.865 2.279 -5.092
O 1.536 0.771 1.167
S 2.951 0.688 1.647
C 3.896 1.690 0.425
C 3.687 3.132 0.849
C 3.934 3.142 2.353
C 3.088 2.018 2.932
H 3.495 1.456 -0.559
H 4.942 1.395 0.479
H 2.660 3.431 0.628
H 4.368 3.802 0.324
H 3.676 4.101 2.800
H 4.991 2.956 2.552
H 2.063 2.325 3.134
H 3.520 1.581 3.829
F -0.652 -1.910 -2.175
B -0.446 -1.920 -0.854
F -1.330 -2.676 -0.196
```

Löwdin population analysis, charges in e, atoms 1 to 5:
1. Mn 0.8242
2. C -0.0615
3. C -0.1718
4. C -0.0979
5. C -0.0976

C40H52ClN11O2OsPS | the ωB97M-V functional and the def2-TZVPD basis

Computed properties:
net charge: +3
frontier orbital gap (spin up / spin down): 7.1 / 4.3 eV
multiplicity: 5
expectation value of S²: 6.019
energy above the lowest of the compared OMol25 structures with the same formula, charge and spin: 0.0 kJ/mol
lowest unoccupied orbital energy (spin up / spin down): -7.999 / -10.948 eV

The geometry in XYZ format:
```
109
C40H52ClN11O2OsPS the ωB97M-V functional and the def2-TZVPD basis
Os 1.319 -0.204 0.045
Cl 5.107 -4.331 -4.675
C 3.955 -3.377 -3.798
C 2.789 -2.907 -4.376
C 1.896 -2.120 -3.693
C 2.100 -1.751 -2.336
O 1.122 -1.186 -1.676
C 3.362 -2.192 -1.761
C 3.784 -1.849 -0.450
N 3.096 -1.151 0.412
C 3.576 -0.956 1.779
C 4.756 -1.444 2.261
C 5.151 -1.199 3.613
C 4.294 -0.571 4.449
C 3.070 -0.069 3.982
C 2.159 0.651 4.797
C 0.984 1.072 4.238
C 0.735 0.894 2.860
N 1.556 0.259 2.053
C 2.719 -0.227 2.620
C 4.268 -2.979 -2.524
H 2.494 -3.269 -5.350
H 1.035 -1.742 -4.218
H 4.762 -2.276 -0.188
H 5.467 -2.024 1.675
H 6.098 -1.564 3.961
H 4.583 -0.447 5.486
H 2.403 0.778 5.841
H 0.256 1.597 4.807
H -0.186 1.294 2.443
H 5.185 -3.262 -2.082
N -2.547 -2.382 -2.185
C -2.434 -1.065 -2.230
S -1.521 -0.297 -3.508
N -2.978 -0.309 -1.279
C -3.907 -0.861 -0.286
C -3.489 -0.900 1.025
C -4.300 -1.503 1.967
C -5.530 -2.031 1.576
C -5.944 -1.924 0.262
C -5.126 -1.353 -0.682
H -2.120 -2.955 -2.924
H -3.155 -2.792 -1.500
H -2.710 0.666 -1.232
H -2.545 -0.471 1.301
H -4.023 -1.509 3.024
H -6.189 -2.522 2.251
H -6.913 -2.322 0.031
H -5.470 -1.226 -1.710
C -3.045 -5.191 -0.106
C -2.588 -5.728 1.250
C -3.590 -5.431 2.356
C -1.205 -5.167 1.629
N -1.043 -3.682 1.539
C -0.480 -3.012 0.525
N -0.236 -1.773 0.950
N -0.653 -1.722 2.253
N -1.141 -2.830 2.627
H -3.827 -5.791 -0.531
H -2.223 -5.177 -0.817
H -3.437 -4.163 -0.029
H -2.392 -6.791 1.159
H -3.682 -4.347 2.505
H -3.164 -5.868 3.281
H -4.582 -5.854 2.161
H -0.433 -5.573 0.970
H -0.946 -5.424 2.661
H -0.215 -3.427 -0.431
O 0.202 1.342 -0.533
P 0.200 2.859 -0.809
N 0.353 3.178 -2.370
C 1.624 2.698 -3.020
C 1.283 2.613 -4.506
C 0.074 3.526 -4.686
C -0.730 3.263 -3.407
N 1.465 3.437 0.060
C 1.724 4.885 0.400
C 3.147 4.851 0.957
C 3.861 3.808 0.100
C 2.794 2.713 0.061
N -1.252 3.392 -0.237
C -1.617 2.928 1.125
C -2.923 3.678 1.350
C -2.589 5.059 0.779
C -1.871 4.727 -0.539
H 1.901 1.689 -2.640
H 2.393 3.478 -2.839
H 0.958 1.596 -4.775
H 2.152 2.836 -5.130
H -0.494 3.303 -5.587
H 0.359 4.560 -4.700
H -1.290 2.319 -3.497
H -1.441 4.008 -3.115
H 0.999 5.264 1.114
H 1.674 5.493 -0.488
H 3.210 4.477 1.976
H 3.632 5.828 0.976
H 4.810 3.551 0.550
H 4.089 4.203 -0.887
H 2.833 2.137 0.974
H 2.941 2.108 -0.818
H -0.796 3.250 1.796
H -1.748 1.826 1.164
H -3.254 3.806 2.391
H -3.748 3.235 0.830
H -1.881 5.582 1.411
H -3.466 5.671 0.720
H -1.116 5.453 -0.830
H -2.570 4.627 -1.367
```

Löwdin population analysis, charges in e, atoms 1 to 5:
1. Os 1.5775
2. Cl 0.7399
3. C -0.6429
4. C -0.0571
5. C -0.0028

Results for F_max: 0.977 0.691 2.473 2.306 (in eV/A, following the order of the records).